(A)
{
  "formula": "C3H7N2O2",
  "method": "ωB97M-V/def2-TZVPD",
  "elements": ["O", "O", "N", "N", "C", "C", "C", "H", "H", "H", "H", "H", "H", "H"],
  "positions_angstrom": [[1.4286, 1.0795, 1.9528], [-2.3183, -0.3647, -0.2263], [0.1658, -0.5925, 1.0453], [-1.2002, -0.2792, -0.7433], [-0.7105, 0.6652, -1.5430], [0.8845, 0.5061, 0.9399], [-0.2098, -1.2454, -0.2428], [-1.3773, 1.5249, -1.7365], [2.0773, 1.7382, 1.7607], [0.9300, 0.8796, -0.0355], [0.0033, -1.0656, 2.0102], [0.7322, -1.1671, -0.8198], [-0.5245, -2.2607, -0.2233], [0.1189, 0.5818, -2.1383]],
  "nbo_charge": [-0.566, -0.421, -0.505, 0.132, -0.281, 0.561, -0.078, 0.240, 0.539, 0.203, 0.478, 0.215, 0.272, 0.212],
  "total_charge": 1,
  "homo_ev": -13.42,
  "smiles": "C=[N+]([O-])C/[NH+]=C/O",
  "lumo_energy_ha": -0.179
}

=====

(B)
{
  "formula": "C3H7N2O2",
  "method": "ωB97M-V/def2-TZVPD",
  "elements": ["O", "O", "N", "N", "C", "C", "C", "H", "H", "H", "H", "H", "H", "H"],
  "positions_angstrom": [[-0.5643, 1.5557, -2.1026], [1.7109, 0.0481, -1.0230], [0.5576, -1.9153, 1.0066], [-0.2602, 1.2182, -0.8422], [0.6511, 0.1001, -0.4746], [-0.8915, 1.6487, 0.1766], [-0.0401, -0.5803, 0.4752], [-0.1887, -2.4249, 1.6281], [-1.7447, 2.3163, 0.0028], [1.2621, -1.5630, 1.6832], [-0.7433, 1.2266, 1.2100], [0.2618, 1.6313, -2.6541], [1.0722, -2.6095, 0.2738], [-1.0829, -0.6521, 0.6402]],
  "nbo_charge": [-0.461, -0.584, -0.730, 0.007, 0.523, 0.025, -0.407, 0.458, 0.231, 0.447, 0.276, 0.529, 0.466, 0.219],
  "total_charge": 1,
  "homo_ev": -12.97,
  "smiles": "C=[N+](O)/C([O-])=C/[NH3+]",
  "lumo_energy_ha": -0.162
}

=====

Most stable structure among those shown: (A). Next: +69.7 kJ/mol.